DFT (ωB97M-V/def2-TZVPD) results for a 3-piece molecular cluster, C32H52BBrN3O5PS2 overall in a non-equilibrium geometry.

Output
SMILES: C=C[C@](CCCS)(O[C@@](C)(S)CB(O)O)[C@](N=C=O)(N(CCCCCN)[C@H](C)CC)P(O)Br.c1ccccc1.c1ccccc1
Relative energy (zero: lowest compared OMol25 entry of this formula, charge and spin) in kJ/mol: 159.9
Electronic energy in eV: -150410.9082

Geometry (Å):
C: 2.731 0.068 3.643
C: 1.440 0.055 3.207
C: 0.952 0.112 1.784
C: 2.104 -0.344 0.860
C: 2.644 -1.778 1.067
C: 2.912 -2.398 -0.319
S: 4.317 -1.596 -1.186
O: 0.600 1.411 1.300
C: 1.163 2.588 1.734
C: 0.524 3.670 0.817
S: 0.639 3.185 3.453
C: 2.694 2.840 1.629
B: 3.280 3.000 0.160
O: 2.719 2.269 -0.886
O: 4.377 3.818 -0.098
C: -0.428 -0.731 1.514
N: -0.147 -1.399 0.184
C: -0.230 -2.635 0.082
O: 0.099 -3.740 -0.196
N: -1.581 0.118 1.234
C: -2.378 -0.180 0.060
C: -1.894 0.529 -1.250
C: -2.022 -0.499 -2.396
C: -1.788 0.101 -3.784
C: -0.297 0.321 -4.049
N: -0.089 1.218 -5.201
C: -2.408 0.711 2.278
C: -2.714 2.193 1.876
C: -1.970 0.710 3.750
C: -2.806 1.698 4.620
P: -0.634 -2.251 2.638
O: -0.446 -1.931 4.231
Br: -2.860 -2.715 2.534
H: 3.123 0.886 4.241
H: 3.373 -0.783 3.429
H: 0.755 0.090 4.055
H: 1.915 -0.103 -0.182
H: 2.967 0.290 1.080
H: 3.616 -1.759 1.556
H: 1.968 -2.439 1.615
H: 3.147 -3.459 -0.247
H: 2.047 -2.308 -0.971
H: 4.714 -0.681 -0.283
H: 1.030 4.627 0.943
H: 0.474 3.336 -0.220
H: -0.504 3.852 1.123
H: 1.600 4.046 3.829
H: 2.880 3.795 2.123
H: 3.333 2.118 2.149
H: 2.251 2.910 -1.437
H: 5.135 3.223 -0.165
H: -3.387 0.228 0.167
H: -2.591 -1.236 -0.117
H: -0.853 0.812 -1.093
H: -2.517 1.395 -1.478
H: -1.256 -1.258 -2.228
H: -3.018 -0.939 -2.322
H: -2.394 0.980 -4.011
H: -2.093 -0.665 -4.508
H: 0.228 -0.624 -4.184
H: 0.137 0.790 -3.150
H: -0.477 2.121 -4.955
H: 0.910 1.363 -5.293
H: -3.402 0.245 2.309
H: -2.066 2.906 2.385
H: -2.561 2.354 0.807
H: -3.760 2.433 2.065
H: -2.252 -0.257 4.167
H: -0.937 0.983 3.947
H: -2.256 2.636 4.677
H: -2.845 1.318 5.642
H: -3.825 1.814 4.259
H: -1.245 -2.080 4.750
C: -6.723 -6.580 0.996
C: -6.268 -7.887 0.892
C: -4.931 -8.178 1.124
C: -4.047 -7.161 1.456
C: -4.500 -5.853 1.553
C: -5.838 -5.562 1.324
H: -7.767 -6.355 0.821
H: -6.957 -8.681 0.630
H: -4.577 -9.199 1.045
H: -3.005 -7.388 1.640
H: -3.810 -5.057 1.807
H: -6.192 -4.542 1.401
C: 4.211 3.086 -4.072
C: 4.901 4.264 -4.321
C: 5.248 4.603 -5.622
C: 4.909 3.761 -6.672
C: 4.227 2.578 -6.422
C: 3.877 2.242 -5.122
H: 3.936 2.824 -3.058
H: 5.167 4.919 -3.501
H: 5.784 5.524 -5.817
H: 5.178 4.026 -7.687
H: 3.968 1.919 -7.240
H: 3.344 1.319 -4.924

Atomic forces in eV per Å
0.0 -0.7 -0.7
-0.1 0.7 1.2
0.2 -2.1 -0.7
0.7 -0.2 0.7
-0.1 0.0 -1.5
0.2 0.0 0.3
0.1 0.0 -0.2
0.0 0.0 1.4
1.0 2.7 -0.7
-0.7 -0.3 0.3
-0.6 -0.8 0.7
0.3 -0.1 -0.4
-0.3 -0.5 0.0
-0.2 0.6 0.3
-0.2 -0.5 0.6
-0.4 1.1 -1.5
-1.4 -1.6 1.5
2.8 -0.7 -0.8
-1.6 1.5 0.2
-0.2 -0.7 0.9
-0.6 1.1 -1.1
0.1 -1.6 0.2
0.2 1.3 0.1
0.3 -1.4 -0.5
-0.2 1.3 0.6
0.1 -0.5 0.1
-0.5 1.9 0.4
0.1 -0.2 -0.5
-1.0 0.0 0.5
0.8 -0.4 -0.1
0.5 -1.1 0.2
-0.2 0.1 -0.3
0.5 0.5 0.0
-0.6 -0.9 1.6
0.9 1.0 -1.3
-0.4 1.8 -0.5
-0.4 -0.3 0.0
-0.3 0.3 0.2
-0.2 -0.1 0.4
0.0 0.1 0.1
0.1 0.0 0.1
0.0 0.1 0.0
-0.3 -0.2 0.1
0.2 -0.1 -0.2
0.3 0.0 0.0
0.0 -0.1 0.0
0.2 -0.2 -0.5
0.1 0.0 0.0
-0.2 0.0 0.1
0.2 -0.3 -0.5
0.3 0.4 -0.4
0.1 0.0 0.7
0.5 -0.1 0.1
0.0 0.3 -0.2
0.1 0.2 0.1
-0.2 -0.3 0.0
0.0 -0.2 -0.2
0.1 0.2 0.3
-0.2 0.2 -0.1
-0.1 -0.1 -0.2
0.0 -0.3 0.1
0.0 0.1 -0.1
0.0 0.1 -0.2
0.2 -0.4 -0.2
-0.1 0.0 0.1
0.0 -0.2 0.0
0.1 0.2 0.2
0.7 -0.2 -0.1
0.1 -0.4 -0.3
-0.5 0.3 -0.1
-0.1 0.0 0.0
0.0 0.2 0.0
-0.1 0.1 0.1
0.0 0.0 0.0
0.0 0.0 0.0
0.0 0.0 0.0
0.0 0.0 0.0
0.0 0.0 0.0
0.0 0.0 0.0
0.0 0.0 0.0
0.0 0.0 0.0
0.0 0.0 0.0
0.0 0.0 0.0
-0.1 -0.2 -0.1
0.0 0.0 0.0
0.0 0.0 0.0
0.0 0.0 0.0
0.0 0.0 0.0
0.0 0.0 0.0
0.0 0.0 0.0
0.0 0.0 0.0
0.1 0.0 0.0
0.0 0.0 0.0
0.0 0.0 0.0
0.0 0.0 0.0
0.0 0.0 0.0
0.0 0.0 0.0

Charges in e, computed with Löwdin, in the same order as the atoms: number 1, C, carries 0.0479; number 2, C, carries -0.1379; number 3, C, carries -0.3458; number 4, C, carries -0.1540; number 5, C, carries -0.2403; number 6, C, carries -0.5425; number 7, S, carries 0.7077; number 8, O, carries -0.0563; number 9, C, carries -0.7295; number 10, C, carries -0.0716; number 11, S, carries 0.8354; number 12, C, carries -0.0773; number 13, B, carries -0.6300; number 14, O, carries 0.1235; number 15, O, carries 0.1445; number 16, C, carries -0.4114; number 17, N, carries 0.1386; number 18, C, carries -0.4149; number 19, O, carries 0.1400; number 20, N, carries -0.1087; number 21, C, carries -0.2181; number 22, C, carries -0.1660; number 23, C, carries -0.2143; number 24, C, carries -0.2104; number 25, C, carries -0.2949; number 26, N, carries -0.0059; number 27, C, carries -0.3656; number 28, C, carries -0.0416; number 29, C, carries -0.2203; number 30, C, carries -0.0880; number 31, P, carries 0.7391; number 32, O, carries -0.3619; number 33, Br, carries 0.4659; number 34, H, carries 0.0734; number 35, H, carries 0.0668; number 36, H, carries 0.0770; number 37, H, carries 0.1098; number 38, H, carries 0.0910; number 39, H, carries 0.0910; number 40, H, carries 0.0867; number 41, H, carries 0.0673; number 42, H, carries 0.0460; number 43, H, carries -0.1540; number 44, H, carries 0.0957; number 45, H, carries 0.0863; number 46, H, carries 0.0526; number 47, H, carries -0.1253; number 48, H, carries 0.0933; number 49, H, carries 0.1000; number 50, H, carries 0.1044; number 51, H, carries 0.1116; number 52, H, carries 0.1211; number 53, H, carries 0.0835; number 54, H, carries 0.0920; number 55, H, carries 0.1073; number 56, H, carries 0.0987; number 57, H, carries 0.1121; number 58, H, carries 0.1089; number 59, H, carries 0.1081; number 60, H, carries 0.1137; number 61, H, carries 0.0962; number 62, H, carries 0.0610; number 63, H, carries 0.0352; number 64, H, carries 0.1054; number 65, H, carries 0.0429; number 66, H, carries 0.0700; number 67, H, carries 0.0786; number 68, H, carries 0.0573; number 69, H, carries 0.0494; number 70, H, carries 0.0559; number 71, H, carries 0.0725; number 72, H, carries 0.0738; number 73, H, carries 0.0368; number 74, C, carries -0.0990; number 75, C, carries -0.0999; number 76, C, carries -0.0981; number 77, C, carries -0.0921; number 78, C, carries -0.1125; number 79, C, carries -0.0950; number 80, H, carries 0.0991; number 81, H, carries 0.0990; number 82, H, carries 0.0994; number 83, H, carries 0.1013; number 84, H, carries -0.0074; number 85, H, carries 0.0984; number 86, C, carries -0.0866; number 87, C, carries -0.0909; number 88, C, carries -0.0965; number 89, C, carries -0.0966; number 90, C, carries -0.0936; number 91, C, carries -0.0964; number 92, H, carries 0.0797; number 93, H, carries 0.1010; number 94, H, carries 0.0998; number 95, H, carries 0.1000; number 96, H, carries 0.1017; number 97, H, carries 0.0962

=====

DFT (ωB97M-V/def2-TZVPD) results for a 9-piece molecular cluster, C32H52BrCl17FN2O4PS overall in a non-equilibrium geometry.

Output
SMILES: CC[C@@H](C)c1nc2c(P(C)O)c(F)c(Cl)c(Br)c2nc1CCCS(=O)(=O)O.ClCCCl.ClCCCl.ClCCCl.ClCCCl.ClCCCl.ClCCCl.ClCCCl.ClCCCl
Electronic energy in eV: -350965.8706

Geometry (Å):
C: 4.788 -1.583 1.188
C: 3.916 -2.021 0.008
C: 2.523 -1.382 -0.013
C: 1.915 -1.634 -1.402
C: 1.620 -1.989 1.037
N: 1.065 -3.130 0.743
C: 0.259 -3.690 1.686
C: -0.376 -4.918 1.381
P: -0.045 -5.597 -0.318
C: -0.915 -4.332 -1.344
O: -0.967 -6.956 -0.502
C: -1.178 -5.513 2.322
F: -1.816 -6.658 2.084
C: -1.380 -4.916 3.592
Cl: -2.385 -5.731 4.726
C: -0.763 -3.720 3.879
Br: -1.005 -2.887 5.561
C: 0.071 -3.072 2.925
N: 0.641 -1.877 3.242
C: 1.378 -1.351 2.301
C: 1.971 0.001 2.594
C: 1.106 1.070 1.879
C: -0.245 1.265 2.568
S: -0.133 2.547 3.798
O: 0.775 3.576 3.409
O: 0.141 1.928 5.060
O: -1.575 3.213 3.804
H: 5.757 -2.069 1.162
H: 4.261 -1.764 2.121
H: 4.960 -0.514 1.058
H: 4.429 -1.659 -0.885
H: 3.876 -3.104 -0.089
H: 2.634 -0.309 0.106
H: 2.533 -1.125 -2.139
H: 1.930 -2.693 -1.633
H: 0.909 -1.223 -1.453
H: -1.622 -3.800 -0.704
H: -1.494 -4.798 -2.141
H: -0.222 -3.590 -1.716
H: -1.836 -6.715 -0.845
H: 3.013 0.060 2.312
H: 1.860 0.173 3.660
H: 1.643 2.002 1.737
H: 0.880 0.692 0.882
H: -0.596 0.341 3.018
H: -0.990 1.550 1.829
H: -2.170 2.673 4.351
Cl: 7.084 1.218 -0.667
C: 7.985 0.390 0.632
C: 8.896 -0.685 0.102
Cl: 7.987 -2.068 -0.568
H: 7.259 -0.016 1.333
H: 8.574 1.148 1.146
H: 9.500 -1.070 0.919
H: 9.553 -0.308 -0.677
Cl: -6.752 4.401 5.749
C: -5.173 4.622 4.957
C: -4.977 3.670 3.807
Cl: -4.813 1.974 4.355
H: -4.399 4.500 5.712
H: -5.140 5.647 4.590
H: -4.062 3.921 3.273
H: -5.807 3.713 3.107
Cl: -0.539 -1.191 -4.146
C: -1.858 -1.537 -5.296
C: -3.014 -2.232 -4.631
Cl: -2.604 -3.893 -4.118
H: -1.446 -2.132 -6.107
H: -2.200 -0.581 -5.694
H: -3.846 -2.312 -5.329
H: -3.351 -1.687 -3.752
Cl: -2.092 3.360 -6.215
C: -3.421 3.018 -7.359
C: -4.570 2.312 -6.699
Cl: -4.145 0.645 -6.207
H: -3.010 2.437 -8.181
H: -3.773 3.974 -7.742
H: -5.400 2.237 -7.395
H: -4.912 2.839 -5.815
Cl: 7.402 -1.858 4.493
C: 8.688 -2.853 3.766
C: 10.065 -2.324 4.082
Cl: 10.373 -0.764 3.273
H: 8.513 -2.893 2.693
H: 8.582 -3.859 4.171
H: 10.818 -3.024 3.724
H: 10.207 -2.180 5.149
Cl: -5.767 5.340 -8.438
C: -7.123 5.022 -9.556
C: -8.263 4.307 -8.877
Cl: -7.842 2.632 -8.437
H: -6.738 4.451 -10.396
H: -7.462 5.989 -9.921
H: -9.114 4.251 -9.554
H: -8.574 4.824 -7.973
Cl: -5.119 2.819 -3.257
C: -6.670 2.297 -2.551
C: -7.546 1.570 -3.539
Cl: -8.171 2.638 -4.825
H: -7.167 3.178 -2.154
H: -6.428 1.632 -1.723
H: -8.413 1.166 -3.019
H: -7.016 0.749 -4.017
Cl: 4.697 1.381 8.760
C: 4.139 2.338 7.361
C: 2.820 1.850 6.822
Cl: 2.958 0.249 6.054
H: 4.916 2.302 6.602
H: 4.035 3.366 7.703
H: 2.457 2.535 6.057
H: 2.068 1.781 7.603

Atomic forces in eV per Å
-0.6 0.0 -0.5
0.8 0.5 0.0
-0.1 -0.9 -0.7
0.4 0.5 0.2
0.0 0.2 0.0
-0.2 0.0 0.2
0.1 -0.2 0.1
-0.9 -0.8 -0.6
1.5 -0.1 -0.2
-0.6 -0.2 1.0
-0.3 0.7 -0.1
0.4 0.7 0.0
0.0 0.0 0.0
0.2 0.2 0.1
0.0 0.0 -0.1
-0.2 0.0 0.4
0.0 -0.1 -0.3
-0.5 -0.2 0.7
0.0 -0.4 -0.8
0.7 0.4 0.4
-1.0 0.3 0.1
0.2 -0.8 -0.3
0.1 0.4 -0.7
1.1 -0.2 0.7
-0.3 0.2 -0.7
-0.7 -0.2 0.2
-0.2 -0.1 0.1
0.0 -0.2 0.2
0.3 -0.1 0.3
0.1 0.2 0.3
0.0 -0.1 -0.2
-0.3 -0.1 0.1
0.0 0.1 0.3
0.0 0.1 -0.1
-0.2 -0.1 0.0
-0.2 -0.2 -0.1
-0.2 0.1 -0.1
0.4 0.0 0.0
0.2 -0.1 -0.3
-0.2 -0.3 0.2
0.1 0.1 -0.1
0.3 -0.1 0.1
0.0 0.2 0.2
0.0 0.1 -0.2
0.0 0.0 0.4
-0.1 0.3 0.0
-0.1 -0.1 0.0
-0.1 0.0 0.0
0.0 0.0 0.1
0.1 0.0 0.0
0.0 0.0 -0.1
0.0 0.0 0.0
0.0 0.0 0.0
0.0 0.0 -0.1
-0.1 0.0 -0.1
0.0 0.0 0.0
0.0 0.1 0.0
0.1 0.1 -0.1
0.1 0.0 0.0
0.0 0.0 0.0
0.0 0.0 0.0
0.0 0.0 0.0
-0.1 -0.1 0.1
0.0 0.0 0.0
0.0 0.1 -0.1
-0.2 0.0 0.0
-0.2 0.1 -0.3
0.0 -0.1 0.1
0.2 -0.2 0.1
0.0 0.0 0.0
0.1 0.0 0.0
0.0 0.0 0.0
0.1 0.0 -0.1
-0.1 0.1 -0.1
-0.3 0.2 0.0
0.0 0.0 0.0
0.1 -0.1 0.1
0.0 0.0 -0.1
0.0 0.0 0.1
0.0 0.0 0.0
0.0 -0.1 0.0
0.0 -0.2 0.0
0.1 0.1 0.2
0.0 0.0 0.0
0.0 0.0 0.0
0.0 0.0 -0.1
-0.1 0.1 0.0
-0.2 0.1 -0.1
0.0 0.1 -0.1
-0.1 0.0 0.0
0.0 0.0 -0.1
0.0 -0.1 0.1
0.0 0.0 0.1
0.0 0.0 0.0
0.1 0.0 0.0
0.0 0.0 0.1
-0.1 0.0 0.1
-0.1 -0.1 0.1
0.1 0.0 0.0
0.0 0.0 -0.1
0.0 0.0 0.0
0.0 0.0 0.0
0.1 0.1 0.0
0.0 0.0 0.0
0.0 0.1 0.0
-0.1 0.1 -0.1
0.1 -0.1 0.1
0.0 -0.1 0.0
0.0 0.0 0.0
0.0 0.0 0.0
0.0 -0.1 0.0

Löwdin atomic charge list, values in e, 99 entries: number 1, C, carries -0.1043; number 2, C, carries -0.2054; number 3, C, carries -0.3137; number 4, C, carries -0.0761; number 5, C, carries -0.1620; number 6, N, carries 0.1913; number 7, C, carries -0.2188; number 8, C, carries -0.2258; number 9, P, carries 0.9079; number 10, C, carries -0.2901; number 11, O, carries -0.3249; number 12, C, carries -0.3024; number 13, F, carries 0.0568; number 14, C, carries -0.6278; number 15, Cl, carries 0.7123; number 16, C, carries -0.6093; number 17, Br, carries 0.7767; number 18, C, carries -0.2445; number 19, N, carries 0.1727; number 20, C, carries -0.1994; number 21, C, carries -0.1237; number 22, C, carries -0.1856; number 23, C, carries -0.2073; number 24, S, carries 0.5799; number 25, O, carries -0.2624; number 26, O, carries -0.2868; number 27, O, carries -0.1738; number 28, H, carries 0.0277; number 29, H, carries 0.0707; number 30, H, carries 0.0616; number 31, H, carries 0.1082; number 32, H, carries 0.1217; number 33, H, carries 0.1269; number 34, H, carries 0.0832; number 35, H, carries 0.0723; number 36, H, carries 0.0584; number 37, H, carries 0.0499; number 38, H, carries -0.0447; number 39, H, carries 0.0014; number 40, H, carries 0.0454; number 41, H, carries 0.0985; number 42, H, carries 0.0514; number 43, H, carries 0.1123; number 44, H, carries 0.1061; number 45, H, carries 0.1023; number 46, H, carries 0.1081; number 47, H, carries 0.0485; number 48, Cl, carries 0.5435; number 49, C, carries -0.6680; number 50, C, carries -0.6643; number 51, Cl, carries 0.5571; number 52, H, carries 0.0446; number 53, H, carries 0.0710; number 54, H, carries -0.0089; number 55, H, carries 0.0710; number 56, Cl, carries 0.5456; number 57, C, carries -0.6636; number 58, C, carries -0.6507; number 59, Cl, carries 0.5642; number 60, H, carries 0.0694; number 61, H, carries 0.0759; number 62, H, carries 0.0602; number 63, H, carries 0.0695; number 64, Cl, carries 0.5613; number 65, C, carries -0.6839; number 66, C, carries -0.6644; number 67, Cl, carries 0.5968; number 68, H, carries 0.0731; number 69, H, carries -0.0222; number 70, H, carries 0.0609; number 71, H, carries 0.0696; number 72, Cl, carries 0.5431; number 73, C, carries -0.6669; number 74, C, carries -0.6707; number 75, Cl, carries 0.6061; number 76, H, carries 0.0722; number 77, H, carries -0.0055; number 78, H, carries 0.0074; number 79, H, carries -0.0046; number 80, Cl, carries 0.5480; number 81, C, carries -0.6568; number 82, C, carries -0.6358; number 83, Cl, carries 0.5810; number 84, H, carries 0.0537; number 85, H, carries 0.0754; number 86, H, carries 0.0752; number 87, H, carries 0.0691; number 88, Cl, carries 0.6029; number 89, C, carries -0.6365; number 90, C, carries -0.6446; number 91, Cl, carries 0.5614; number 92, H, carries 0.0707; number 93, H, carries 0.0738; number 94, H, carries 0.0743; number 95, H, carries 0.0697; number 96, Cl, carries 0.5802; number 97, C, carries -0.6466; number 98, C, carries -0.6493; number 99, Cl, carries 0.5360

=====

Values for HOMO-LUMO gap, eV, ordered as above
7.49, 7.66